(1)
Entry from the OMol25 dataset: a 2-piece molecular cluster, C5H14 overall (ωB97M-V with the def2-TZVPD basis set).

Geometry (Å):
C 2.049 1.651 -1.380
C 0.608 1.555 -0.759
C 0.724 1.385 0.714
H 2.165 0.979 -2.218
H 2.950 1.363 -0.806
H 2.167 2.718 -1.606
H 0.171 2.571 -0.942
H 0.046 0.856 -1.358
H 1.312 2.214 1.135
H -0.241 1.356 1.291
H 1.348 0.557 1.081
C -1.018 -2.576 0.924
C -2.276 -1.779 0.373
H -1.239 -3.630 0.981
H -0.310 -2.363 0.128
H -0.593 -2.123 1.857
H -2.665 -1.024 1.062
H -2.074 -1.280 -0.575
H -3.126 -2.431 0.097

The value obtained for the energy above the lowest of the compared OMol25 structures with the same formula, charge and spin is 20.2 kcal per mole. As for the SMILES: CCC.CC. The electronic energy comes out at -198.85694 Ha. The LUMO energy is 0.0407 Ha. The frontier orbital gap is 12.2 eV.

***

(2)
Entry from the OMol25 dataset: a 2-piece molecular cluster, C5H14 overall (ωB97M-V with the def2-TZVPD basis set).

Geometry (Å):
C 0.334 1.347 -1.318
C -0.465 0.470 -2.336
C -1.553 -0.340 -1.572
H 0.718 0.638 -0.606
H -0.394 2.101 -1.012
H 1.126 1.820 -1.898
H -0.825 0.995 -3.214
H 0.191 -0.203 -2.939
H -1.261 -1.356 -1.299
H -1.732 0.339 -0.734
H -2.482 -0.393 -2.136
C 0.664 -0.705 3.133
C 0.956 -0.690 1.670
H -0.406 -0.891 3.281
H 1.330 -1.302 3.763
H 0.678 0.271 3.623
H 0.944 -1.681 1.234
H 0.259 -0.115 1.055
H 1.920 -0.306 1.304

The value obtained for the energy above the lowest of the compared OMol25 structures with the same formula, charge and spin is 19.6 kcal per mole. As for the SMILES: CCC.CC. The electronic energy comes out at -198.85788 Ha. The LUMO energy is 0.0415 Ha. The frontier orbital gap is 12.3 eV.

***

(3)
Entry from the OMol25 dataset: a 2-piece molecular cluster, C5H14 overall (ωB97M-V with the def2-TZVPD basis set).

Geometry (Å):
C 0.660 -0.522 -1.888
C 0.768 0.847 -1.204
C 0.691 2.087 -2.027
H 1.289 -0.654 -2.731
H -0.407 -0.521 -2.331
H 0.885 -1.425 -1.266
H -0.070 0.853 -0.409
H 1.683 0.825 -0.522
H 1.678 2.202 -2.575
H -0.173 2.144 -2.820
H 0.404 2.999 -1.601
C -1.294 -1.643 2.050
C -0.583 -0.532 2.796
H -1.480 -2.559 2.786
H -2.341 -1.178 1.629
H -0.773 -1.946 1.219
H -1.210 -0.103 3.445
H 0.000 0.141 2.079
H 0.273 -1.017 3.371

The value obtained for the energy above the lowest of the compared OMol25 structures with the same formula, charge and spin is 35.7 kcal per mole. As for the SMILES: CCC.CC. The electronic energy comes out at -198.83226 Ha. The LUMO energy is 0.0398 Ha. The frontier orbital gap is 12.0 eV.